260
Properties=species:S:1:pos:R:3:mulliken_charge:R:1 method="wB97M-V/def2-TZVPD" gap_ev=9.281
C -1.3468 7.5187 3.0626 -1.212
C -0.5202 6.5895 3.9999 0.605
C -0.4279 6.9809 5.5365 -0.652
O -1.1618 6.0016 6.2500 -0.428
C -1.5600 5.0488 5.3711 0.067
O -2.0950 4.0205 5.6210 -0.478
O -1.2860 5.3698 4.1098 0.695
H -2.2746 7.7431 3.5388 0.415
H -1.5049 6.9460 2.1183 0.005
H -0.7702 8.4279 2.9378 0.542
H 0.4896 6.2798 3.7208 -0.102
H -0.8085 8.0111 5.6867 0.338
H 0.5920 7.0740 5.9290 0.310
C 6.9921 -4.5979 0.2829 -1.594
C 5.6704 -3.8435 0.5022 1.099
C 5.7738 -2.5257 1.1863 0.379
O 5.7016 -1.5114 0.1445 -0.291
C 5.0509 -2.1687 -0.8752 0.399
O 4.5485 -1.5703 -1.7465 -0.600
O 5.0697 -3.4978 -0.7304 -0.174
H 6.8393 -5.5058 -0.3697 0.313
H 7.2883 -5.0760 1.2599 0.370
H 7.7366 -3.8520 0.0064 0.403
H 5.0371 -4.5272 1.1001 -0.148
H 6.6711 -2.4024 1.7611 0.447
H 4.9880 -2.3412 1.9077 -0.642
C 1.5588 0.5415 -4.4080 0.601
C 2.9837 0.5939 -3.8098 2.136
C 3.9470 -0.3031 -4.5800 0.112
O 4.7713 0.6495 -5.3000 -0.411
C 4.5651 1.9015 -4.8672 0.386
O 5.0462 2.8851 -5.3074 -0.565
O 3.5121 1.9070 -3.9620 -0.384
H 1.5672 0.9575 -5.4091 0.272
H 0.7680 1.0737 -3.8127 -0.657
H 1.2444 -0.5073 -4.4763 -0.711
H 2.9489 0.3900 -2.7484 -0.928
H 3.4652 -0.8191 -5.3878 0.174
H 4.4501 -1.0160 -3.8622 0.028
C -4.2258 3.0301 -2.5844 -1.352
C -3.0038 3.0292 -3.5853 0.770
C -1.7926 2.3236 -3.0196 0.598
O -1.8560 0.9887 -3.5841 0.041
C -2.6205 1.0304 -4.7104 0.109
O -2.7519 0.1073 -5.4483 -0.608
O -3.3135 2.1829 -4.7990 -0.447
H -4.3888 2.0304 -2.2263 0.310
H -5.0766 3.3073 -3.1268 0.668
H -3.9588 3.7561 -1.8410 -0.036
H -2.7924 4.0411 -3.9922 0.277
H -1.8672 2.2330 -1.9153 0.355
H -0.8069 2.7173 -3.2917 -1.128
F 3.1272 -0.2676 0.5059 -0.135
C 3.4044 -0.0202 1.7880 0.393
C 4.4010 0.9485 2.0137 -0.487
C 4.7105 1.2880 3.3501 -1.619
C 3.8659 0.7504 4.3044 0.095
C 3.0186 -0.2995 4.0410 -0.722
C 2.7039 -0.7758 2.7763 0.306
H 4.6441 1.4845 1.1472 0.744
H 5.4134 2.0621 3.5761 0.413
H 3.8858 1.0733 5.3390 0.425
H 2.5176 -0.8232 4.8097 0.202
H 1.9190 -1.4855 2.5994 0.209
F -4.7405 6.7086 -0.8773 -0.294
C -4.6507 6.7977 0.4431 0.417
C -5.2344 7.8537 1.1207 -1.144
C -5.3167 7.5792 2.5201 -0.572
C -4.8760 6.4137 3.1916 -1.052
C -4.2228 5.4820 2.4268 1.276
C -4.1890 5.5932 1.0294 -0.132
H -5.7359 8.6568 0.6436 0.531
H -5.8226 8.3720 3.1056 0.294
H -4.9123 6.2546 4.2413 0.601
H -3.6659 4.7033 2.8823 -0.168
H -3.8932 4.8486 0.3657 0.357
C 4.4516 -8.9227 -3.9813 -0.535
O 3.3682 -9.7922 -3.6483 -0.424
C 2.1726 -9.0898 -3.2287 -0.391
C 1.4901 -8.1845 -4.2927 -0.435
O 0.3903 -7.5253 -3.6623 -0.275
C -0.0860 -6.4777 -4.4835 -0.345
C -1.4001 -5.9624 -3.8679 -0.729
O -1.1070 -5.0970 -2.7437 -0.191
C -0.8580 -5.6873 -1.4943 -0.190
H 5.3671 -9.5265 -3.8060 0.241
H 4.4890 -8.0882 -3.2740 0.200
H 4.4668 -8.5989 -5.0454 0.226
H 2.4432 -8.3840 -2.4884 0.224
H 1.5019 -9.8812 -2.8454 0.294
H 1.1714 -8.8581 -5.0740 0.270
H 2.2442 -7.4981 -4.6597 0.366
H -0.3220 -6.8800 -5.4482 0.513
H 0.6725 -5.6568 -4.5398 0.170
H -2.1323 -6.6870 -3.6651 0.494
H -1.8139 -5.3045 -4.6583 0.192
H -0.6813 -4.9561 -0.7350 -0.179
H 0.0079 -6.3461 -1.5745 0.051
H -1.7244 -6.3130 -1.1985 0.398
C -5.8630 3.0880 6.7707 -0.656
O -6.4495 2.5885 5.5612 -0.332
C -6.8258 3.6014 4.6623 0.307
C -7.8592 3.0273 3.6806 -0.937
O -7.4705 2.0373 2.7171 -0.354
C -6.3850 2.5069 1.9222 0.708
C -5.9365 1.3323 1.0152 -0.767
O -5.4086 0.1779 1.6502 -0.071
C -6.3068 -0.5637 2.4751 -0.684
H -4.8881 3.4945 6.5404 0.118
H -5.7504 2.1765 7.3999 0.239
H -6.4460 3.7722 7.3268 0.383
H -5.9459 4.0298 4.1885 -0.413
H -7.3703 4.4084 5.1139 0.634
H -8.3500 3.8447 3.1790 0.429
H -8.5777 2.4355 4.2936 0.343
H -5.5141 2.8229 2.5997 -0.597
H -6.6575 3.4494 1.4430 0.481
H -5.1183 1.6759 0.3835 -0.201
H -6.7577 1.0634 0.3739 0.687
H -7.2294 -0.8944 1.9335 0.300
H -6.5770 0.0282 3.3752 0.161
H -5.8126 -1.4926 2.7831 0.215
C 5.4285 -1.9369 5.3468 -0.707
O 4.2467 -2.7003 5.4545 -0.147
C 4.4464 -4.0196 4.9938 -0.362
C 3.1845 -4.8099 4.7820 -0.708
O 2.6445 -4.4510 3.5486 0.275
C 1.5711 -5.2732 3.0880 -1.204
C 1.2072 -4.7963 1.6402 0.134
O 2.2868 -4.8023 0.7484 0.469
C 2.5944 -6.0039 0.1447 -0.579
H 5.4399 -1.4790 4.3425 0.098
H 6.3492 -2.4948 5.5256 0.433
H 5.4433 -1.1352 6.0765 0.237
H 5.0994 -4.5843 5.7009 0.375
H 4.9510 -3.9909 4.0146 0.126
H 2.4198 -4.5871 5.5874 0.119
H 3.4272 -5.8553 4.7841 0.425
H 0.6979 -5.1054 3.7811 0.374
H 1.7880 -6.3168 2.9697 0.409
H 1.0114 -3.7147 1.6752 -0.518
H 0.4376 -5.3982 1.1881 0.626
H 2.8806 -6.8439 0.8893 0.274
H 3.4750 -5.8017 -0.4643 0.217
H 1.7340 -6.3519 -0.4666 -0.177
C -0.6083 -2.8694 10.1904 -0.807
O -0.3510 -2.7004 8.8220 -0.218
C 0.5421 -1.6231 8.5472 -0.901
C 0.9355 -1.6286 7.1175 0.202
O -0.0602 -1.8573 6.1636 -0.225
C -1.1951 -0.9958 6.2336 0.119
C -2.1862 -1.5132 5.2492 -1.136
O -1.7567 -1.1651 3.9531 0.110
C -1.2009 -2.2085 3.1930 -0.214
H -1.0621 -3.8673 10.3284 0.243
H -1.2674 -2.0478 10.5370 0.306
H 0.2975 -2.9481 10.8626 0.312
H 1.3858 -1.6167 9.2868 0.512
H 0.0430 -0.6721 8.6593 0.376
H 1.6861 -2.4233 6.9316 -0.026
H 1.4488 -0.6898 6.8167 0.010
H -0.9136 0.0299 6.0033 0.137
H -1.7565 -1.0238 7.2295 0.273
H -3.1278 -0.9510 5.3952 0.386
H -2.4091 -2.6068 5.3849 0.284
H -0.6970 -1.6959 2.3281 -0.416
H -2.0409 -2.7718 2.6984 0.312
H -0.5395 -2.9141 3.7386 0.317
C 1.1352 3.5765 6.8759 -0.789
O 1.4514 4.0227 5.5762 -0.558
C 1.0717 2.9938 4.6467 0.960
C 1.7235 3.2096 3.3503 -0.733
O 1.1607 4.3263 2.7237 0.303
C 1.7512 4.7115 1.4763 -1.190
C 2.0742 3.6500 0.5664 0.089
O 0.9737 2.8760 0.2880 0.980
C 1.1045 2.1830 -0.9117 -0.798
H 1.6270 2.6446 7.2500 0.246
H 0.0563 3.3238 6.8593 0.215
H 1.1921 4.3565 7.5821 0.415
H 0.0115 2.9600 4.5349 -0.502
H 1.3505 2.0114 5.0233 0.008
H 1.6153 2.3088 2.7370 -0.059
H 2.8464 3.2177 3.4114 0.474
H 2.6538 5.3345 1.6414 0.312
H 0.9589 5.3448 1.0711 0.173
H 2.9172 2.9841 0.9450 -0.466
H 2.5989 4.1966 -0.2666 0.418
H 0.5215 1.2252 -0.8938 0.080
H 2.1604 1.9843 -1.2138 0.444
H 0.6953 2.8752 -1.6257 -0.035
C 2.3319 3.4312 -7.7816 -0.685
O 1.2247 4.3424 -7.6505 -0.369
C -0.0489 3.7210 -7.5698 -1.163
C -0.4422 3.1767 -6.2210 1.090
O -0.8069 4.2641 -5.3476 -0.255
C 0.1702 5.1916 -4.9684 -0.394
C -0.4278 5.9269 -3.6749 -1.076
O -0.3660 4.9133 -2.6706 0.020
C -0.9469 5.1631 -1.4016 -0.107
H 2.8946 3.5841 -8.7357 0.295
H 2.0807 2.3746 -7.6757 0.267
H 3.0950 3.5584 -7.0301 0.229
H -0.1081 2.9272 -8.3280 0.563
H -0.8340 4.4561 -7.8304 0.380
H 0.3134 2.6047 -5.6362 -0.465
H -1.3306 2.5466 -6.4322 0.062
H 0.3987 5.9025 -5.7512 0.609
H 1.1561 4.7941 -4.6005 0.096
H -1.4455 6.2431 -3.8384 0.386
H 0.1334 6.7638 -3.4822 0.523
H -0.5893 6.1125 -0.9677 0.513
H -0.7758 4.3439 -0.7050 -0.717
H -2.0442 5.2960 -1.5182 0.319
C 0.8210 -2.0588 -1.2124 1.320
O -0.2089 -1.3640 -0.6335 0.614
C -1.1657 -0.9089 -1.5931 0.003
C -2.4110 -0.4699 -0.8649 -1.908
O -2.3611 0.8112 -0.2299 1.064
C -1.5304 0.8856 0.9232 0.979
C -1.5954 2.2978 1.4869 0.805
O -2.9156 2.6392 2.0287 1.563
C -3.1985 2.1071 3.2943 -0.262
H 1.3067 -1.4255 -1.9515 -0.676
H 0.4065 -2.9427 -1.7138 -0.390
H 1.5303 -2.3630 -0.4494 -0.454
H -1.3976 -1.7959 -2.2389 0.474
H -0.8014 -0.0955 -2.1378 -0.007
H -2.7338 -1.2063 -0.0602 0.255
H -3.1754 -0.3978 -1.6189 0.545
H -0.4867 0.5534 0.7298 -0.573
H -1.9392 0.0987 1.6738 -0.500
H -1.5546 3.0551 0.6274 -1.716
H -0.7540 2.4726 2.1708 -0.298
H -2.2631 1.9462 3.8932 -0.367
H -3.7225 1.0936 3.3142 -0.391
H -3.7953 2.8442 3.7964 0.155
C 2.5947 -3.2500 -11.6208 -0.631
O 1.7160 -4.3111 -11.7285 -0.367
C 1.3119 -4.9723 -10.5266 -0.400
C 0.2318 -4.0932 -9.9580 -0.274
O -0.0713 -4.6795 -8.7227 -0.261
C -1.2412 -4.1363 -8.0893 -0.719
C -0.9319 -3.0045 -7.1605 -0.300
O -0.3148 -3.5894 -6.0472 -0.155
C 0.2818 -2.6804 -5.1988 -0.444
H 2.2290 -2.3988 -11.1081 0.313
H 2.8774 -3.0336 -12.6858 0.230
H 3.4864 -3.5015 -10.9105 0.241
H 2.1245 -5.0246 -9.7958 0.289
H 0.9357 -5.9749 -10.7174 0.273
H -0.6389 -3.9861 -10.5455 0.340
H 0.6621 -3.0527 -9.9327 0.095
H -1.7165 -4.9992 -7.5815 0.286
H -1.9905 -3.6824 -8.8250 0.331
H -1.8480 -2.4449 -6.8818 0.287
H -0.3508 -2.2535 -7.6725 0.355
H -0.4177 -1.8600 -5.0008 0.084
H 1.1225 -2.1453 -5.6588 0.485
H 0.6496 -3.1594 -4.2908 -0.099